This record from OMol25 describes a 3-piece molecular cluster, C12H18O9 overall. The level of theory is ωB97M-V/def2-TZVPD.

For the relative energy (zero: lowest compared OMol25 entry of this formula, charge and spin), the calculation gives 145.01 kcal/mol. As for the SMILES: C[C@H]1COC(=O)O1.C[C@H]1COC(=O)O1.C[C@H]1COC(=O)O1. For the orbital gap, the calculation gives 10.64 eV. Its total energy is -1145.04279 hartree. As for the HOMO energy: -10.608 eV. Its lowest unoccupied orbital energy is 0.03 eV.

```
39
Properties=species:S:1:pos:R:3:forces:R:3:nbo_charge:R:1
C 2.929040 2.598880 -0.520891 2.5 1.3 0.1 -0.640
C 1.724505 1.861215 -0.743144 7.7 -4.8 -7.7 0.114
C 1.545551 1.565539 -2.379665 -1.8 1.7 1.7 -0.100
O 1.634750 0.165953 -2.418602 -0.7 -0.5 -1.7 -0.462
C 1.684720 -0.354818 -1.245297 0.8 -6.7 4.9 0.973
O 1.730918 -1.632265 -0.909435 -0.5 7.0 -2.4 -0.628
O 1.740351 0.596542 -0.252694 0.0 -3.4 0.1 -0.486
H 3.141539 2.481451 0.542110 0.3 1.0 0.1 0.237
H 2.703664 3.599482 -0.927720 0.5 0.1 0.9 0.226
H 3.879734 2.283471 -1.059791 -1.5 -0.2 0.4 0.227
H 0.923358 2.218231 -0.559035 -9.8 5.4 3.3 0.158
H 2.282114 1.952521 -3.013198 1.6 0.6 -0.5 0.192
H 0.587076 2.049337 -2.799577 0.9 -1.5 0.8 0.190
C -1.774099 -2.477391 -0.303405 1.1 -1.1 -3.7 -0.622
C -1.841371 -1.607185 -1.656796 -4.1 -7.1 1.6 0.079
C -1.662943 -2.420490 -2.909888 0.9 -3.1 0.1 -0.093
O -3.000959 -2.527529 -3.439476 1.6 -1.0 -1.4 -0.483
C -3.843165 -1.778426 -2.760402 -4.2 0.7 -3.0 0.970
O -5.021878 -1.592565 -3.149913 3.8 -0.6 2.1 -0.610
O -3.214028 -1.203288 -1.782671 0.1 2.1 2.3 -0.484
H -0.799778 -2.989810 -0.101197 -0.8 0.9 -0.2 0.243
H -2.587274 -3.213705 -0.301359 0.3 0.0 -0.5 0.221
H -2.087902 -1.779406 0.344871 -0.5 2.3 3.3 0.204
H -1.221542 -0.893647 -1.825228 3.6 5.4 0.5 0.173
H -1.320701 -3.530838 -2.654707 -0.5 2.4 -0.8 0.203
H -0.882503 -1.901520 -3.537589 -1.3 -0.8 -0.2 0.197
C -0.171743 2.069293 2.328954 2.6 0.3 4.1 -0.636
C -0.252026 0.864816 3.363057 -3.6 2.0 -0.2 0.087
C 0.015630 -0.424827 2.637361 0.6 1.5 1.8 -0.104
O 1.015080 -1.012652 3.503507 0.5 -2.9 -1.7 -0.493
C 1.444175 -0.309858 4.540256 -4.2 4.4 -5.5 1.008
O 2.262852 -0.482689 5.308903 2.4 -1.1 3.0 -0.514
O 0.791740 0.988384 4.265939 1.1 -0.5 2.1 -0.558
H 0.879212 1.918698 1.975130 -0.9 0.9 -0.1 0.207
H -0.369796 3.056222 2.860688 1.0 -1.1 -0.2 0.225
H -0.865866 2.170268 1.591360 -2.0 -0.9 -2.4 0.208
H -1.317660 0.931251 3.904500 2.2 -0.4 -0.9 0.167
H 0.058185 -0.149811 1.601044 2.7 -0.2 -0.9 0.207
H -0.738956 -1.088834 2.483998 -2.5 -2.2 1.0 0.194
```
Forces are in eV/Å.